1.
C28H61FN2PbSSbSi3 | ωB97M-V with the def2-TZVPD basis set

The net charge is +3. For the molecular weight, the calculation gives 890.093 g mol⁻¹. The energy is -81958.719 eV. The value obtained for the energy above the lowest of the compared OMol25 structures with the same formula, charge and spin is 0.0 kcal/mol. Its LUMO energy is -9.3 eV.

Each line ends with the Löwdin charge.
Element x y z (Å)
H 1.751 0.882 -6.306  0.03
H -1.231 -3.844 -1.973  0.04
H 0.119 -2.154 2.046  0.06
N 1.542 -1.125 3.174  0.05
C 2.200 -0.482 2.214  -0.71
C 1.182 -3.456 5.760  -0.09
H 2.591 3.700 -4.315  0.06
H -4.157 -0.986 -4.963  0.06
H 3.583 1.358 0.806  0.07
H -3.899 3.586 4.100  0.09
C 3.230 0.953 -2.548  -0.22
H -2.690 2.988 5.243  0.10
H 2.954 -3.044 -1.776  0.03
H -0.196 -2.071 3.780  0.12
H -3.330 2.096 -5.686  0.06
S 1.755 -0.635 0.526  0.54
H 5.735 0.528 0.278  0.12
H 0.930 3.409 -4.807  0.04
H -1.739 2.660 -5.205  0.03
H -1.888 3.859 -0.165  0.13
H 3.273 -2.819 -3.510  0.05
H 1.416 4.490 0.588  0.11
H 0.871 -2.409 5.836  0.06
H -0.819 -1.388 -6.349  0.02
C -2.505 2.775 1.575  -0.04
C 0.400 -3.689 -4.839  -0.14
H 0.387 4.250 -0.820  0.08
C 4.163 0.953 1.633  -0.18
H 1.933 -1.053 4.107  0.15
C -0.174 -4.052 -1.798  -0.14
C -1.562 3.282 0.692  -0.07
H 0.277 -4.067 5.773  0.09
H 1.744 -3.683 6.664  0.09
H -2.461 -0.500 3.787  0.07
Si -2.040 0.203 -4.892  0.36
H 2.966 1.446 -1.610  0.00
C -2.773 0.311 4.453  -0.06
H -3.614 -0.053 5.041  0.10
C 2.018 -3.739 4.516  -0.25
C -3.331 -0.953 -4.245  -0.21
H 2.401 -4.758 4.561  0.12
C 0.579 -2.228 3.029  -0.20
Si 0.900 -3.328 -3.108  0.48
C -1.209 -0.373 -6.438  -0.18
H -1.964 0.520 5.156  0.08
N 3.220 0.290 2.550  0.04
C -0.186 3.110 0.915  -0.37
H -4.077 1.319 3.088  0.15
H 3.541 0.219 3.508  0.14
H 3.429 0.786 -5.783  0.06
C 0.850 3.745 0.027  -0.02
H 5.339 -0.541 4.088  0.06
C 2.708 -3.399 -2.778  -0.14
C 5.260 0.024 1.123  -0.20
H -3.741 -0.626 -3.289  0.04
H 3.053 -4.434 -2.854  0.06
H 2.909 -3.101 4.504  0.09
C -2.553 1.989 -4.923  -0.21
H 1.569 3.013 -0.351  0.06
H -0.405 0.289 -6.755  0.03
Pb -0.691 0.383 0.437  1.14
H -4.348 2.385 5.310  0.10
H 4.793 -0.883 0.722  0.10
H -2.956 -1.972 -4.139  0.03
C 0.188 2.396 2.067  -0.15
H -0.059 -5.140 -1.789  0.06
H 5.207 -1.979 3.047  0.07
H 0.870 -3.004 -5.548  0.04
C -3.188 1.559 3.680  -0.38
H -0.682 -3.667 -4.978  0.04
Si 2.016 1.368 -3.894  0.35
H 7.100 -0.922 1.615  0.12
C -3.553 2.704 4.638  -0.03
H 4.589 1.791 2.186  0.14
C 5.862 -1.155 3.348  -0.10
H 1.242 2.288 2.300  0.12
Sb -0.246 0.413 -2.959  1.13
H 1.911 -3.770 2.355  0.11
H 6.837 0.564 2.485  0.12
H 0.736 -4.696 -5.103  0.06
C 1.666 3.187 -4.033  -0.20
C 2.401 0.536 -5.502  -0.19
H -3.557 2.958 1.389  0.14
C 6.339 -0.346 2.142  -0.24
H 2.337 -0.551 -5.441  0.03
H 0.455 -4.341 3.156  0.13
H 0.107 -3.692 -0.805  0.03
H 3.301 -0.121 -2.366  0.02
H 6.709 -1.590 3.874  0.09
C 1.245 -3.588 3.204  -0.18
C -2.136 2.048 2.713  -0.24
H -2.986 2.326 -3.980  0.04
H 4.222 1.305 -2.847  0.06
H 1.329 3.626 -3.092  0.02
H -1.961 -0.381 -7.233  0.06
F 0.571 -1.611 -2.928  -0.43
H -0.433 1.327 3.816  0.12
C -0.767 1.865 2.938  -0.09



2.
C28H61FN9O6S | ωB97M-V with the def2-TZVPD basis set

The net charge is +1. For the molecular weight, the calculation gives 670.918 g mol⁻¹. The energy is -69266.245 eV. Its LUMO energy is -2.4 eV.

Each line ends with the Löwdin charge.
Element x y z (Å)
H 8.066 -2.002 -2.270  0.08
H 5.828 2.263 3.106  0.09
H 4.836 -0.824 -3.327  0.11
H 2.343 -1.082 -3.395  0.12
H 2.570 2.091 2.602  0.07
H 2.578 0.049 -0.746  0.11
C 0.652 -2.775 -1.241  -0.08
H 1.008 -7.141 -2.163  0.11
C 1.571 -1.900 -0.357  -0.32
C -7.097 5.913 -3.104  -0.20
C 0.033 -2.280 1.744  -0.13
C -6.375 4.009 -1.738  -0.21
C -0.268 -0.202 0.416  -0.14
H -5.898 3.464 -2.557  0.12
C 0.552 -5.209 -2.019  -0.55
O -5.318 -0.702 0.117  -0.14
H 4.869 -1.052 2.991  0.12
H -5.351 6.701 -2.029  0.11
H -6.107 6.726 0.051  0.09
C -2.742 0.148 0.167  -0.20
S -4.159 -0.224 -0.888  0.58
H 1.658 -4.251 0.794  0.10
H -0.588 0.264 1.358  0.13
H 2.993 1.550 4.113  0.09
H 0.126 0.618 -0.182  0.12
H -8.812 4.041 1.747  0.09
H 1.960 0.503 1.091  0.11
H -1.749 -1.782 -0.148  0.11
H 1.344 -3.605 -3.107  0.13
N 3.090 -1.058 1.859  0.02
H -2.511 1.193 -0.012  0.11
H 2.252 -6.203 -1.757  0.08
C 0.667 -2.589 3.122  -0.24
O -4.618 0.957 -1.501  -0.26
H -2.941 -0.032 1.221  0.11
H 7.562 -1.304 1.025  0.07
N -7.493 4.783 -2.267  -0.05
C 0.784 -1.256 0.839  -0.31
C 2.035 -0.729 -1.293  -0.09
H -5.997 2.386 -0.420  0.09
C 2.668 -3.862 0.782  0.01
C 2.930 -1.168 -2.479  -0.14
H -1.434 -0.560 -1.340  0.11
N 1.258 -6.338 -1.592  0.14
N 2.819 -2.562 0.055  -0.02
H -8.043 5.135 -1.495  0.07
H 3.108 -3.792 1.774  0.10
H 6.306 0.740 2.910  0.06
H -5.075 -1.603 0.396  0.10
H 5.541 -1.237 1.171  0.11
C -6.839 3.018 -0.691  -0.21
C 1.327 -3.898 -2.058  -0.09
C -8.632 3.618 0.759  -0.12
N 4.453 1.308 1.217  0.10
C -6.305 7.043 -2.449  -0.23
H 1.369 -0.096 2.587  0.13
H -0.840 -3.288 4.551  0.07
H 5.427 1.435 0.969  0.08
H -7.889 6.582 -0.031  0.07
N 7.153 -2.405 -2.054  0.17
H 0.199 -2.100 -1.958  0.12
H -6.049 7.755 -3.240  0.12
C -1.551 -0.722 -0.268  -0.22
H 7.577 -0.141 -0.315  0.09
H -6.530 5.533 -3.960  0.12
O -0.583 -5.277 -2.351  0.11
H 3.271 -2.197 -2.445  0.08
H 8.783 -1.423 -0.227  0.09
O -7.037 7.787 -1.492  -0.18
C 6.839 -2.066 -0.896  -0.42
H 2.364 -4.108 -1.797  0.09
H 3.273 -4.609 0.259  0.09
H -9.208 4.196 0.029  0.08
H 5.784 -3.583 0.083  0.14
H 3.448 -0.562 3.835  0.13
H -0.127 -3.254 1.286  0.10
H 4.910 -2.859 -1.241  0.11
H 1.177 -0.234 -1.734  0.11
H 3.833 0.621 -3.310  0.12
F 4.794 0.079 -1.554  -0.06
C -0.152 -3.707 3.822  -0.08
C 1.791 -0.425 1.643  -0.10
H -5.621 4.657 -1.270  0.11
H 0.611 -1.716 3.774  0.10
N 3.338 1.927 3.240  0.10
H 4.011 2.212 1.066  0.09
C 4.326 1.033 2.662  -0.64
C -7.038 7.250 -0.181  -0.10
H -0.190 -3.212 -0.708  0.11
N 5.590 1.308 3.365  0.09
H -0.959 -1.909 2.005  0.12
C 7.738 -1.188 -0.050  -0.02
H -7.630 2.370 -1.078  0.13
H -8.977 2.580 0.757  0.09
O -7.242 3.696 0.502  -0.20
H -8.017 6.346 -3.504  0.12
N 4.901 -1.793 0.625  0.17
C 3.629 -1.749 0.871  -0.31
H 0.506 -4.411 4.326  0.07
H -0.748 -4.228 3.074  0.07
H 1.713 -2.869 3.054  0.08
C 5.535 -2.625 -0.392  -0.09
C 4.131 -0.247 -2.726  -0.18
C 3.953 -0.471 2.874  -0.06
O -3.871 -1.274 -1.798  -0.26
H -7.150 8.081 0.518  0.09